Formula: C5H9NO
Source: the Open Molecules 2025 dataset
Level of theory: wB97M-V/def2-TZVPD

Output
Lowest unoccupied orbital energy in eV: 0.93
Total energy in hartree: -325.87072
SMILES: C=NC[C@H](C)C=O
HOMO energy in eV: -9.50
Energy above the lowest of the compared OMol25 structures with the same formula, charge and spin in eV: 1.819
Frontier orbital gap in eV: 10.430

```
16
Properties=species:S:1:pos:R:3:forces:R:3:mulliken_charge:R:1
C -2.672 -0.196 -0.941 0.117 0.107 0.140 -0.294
N -1.689 0.184 -0.247 -0.314 -0.157 -0.248 -0.324
C -0.378 -0.390 -0.529 0.121 -0.097 0.007 -0.967
C 0.702 0.475 0.117 -0.019 0.078 -0.033 0.660
C 2.074 -0.207 0.099 0.066 -0.034 0.017 -1.455
C 0.323 0.758 1.559 0.155 0.256 0.143 -0.061
O 0.611 1.771 2.147 -0.133 -0.426 -0.233 -0.488
H -3.662 0.210 -0.725 0.135 -0.045 -0.025 0.267
H -2.597 -0.928 -1.757 0.060 0.095 0.047 0.241
H -0.194 -0.504 -1.608 -0.044 0.026 0.170 0.498
H -0.341 -1.398 -0.089 -0.003 0.127 -0.011 0.313
H 0.764 1.444 -0.391 -0.022 -0.116 0.058 0.196
H 2.051 -1.150 0.661 -0.004 0.132 -0.078 0.353
H 2.831 0.440 0.553 -0.109 -0.092 -0.079 0.372
H 2.387 -0.437 -0.925 -0.069 0.038 0.132 0.362
H -0.210 -0.072 2.075 0.064 0.109 -0.005 0.328
```
Forces are in eV/Å.